# 1
C42H96O11P | wB97M-V/def2-TZVPD

Properties
- ΔE to the lowest compared entry with this formula, charge and spin (kcal/mol) = 0.00
- energy (eV) = -76903.7802
- E_HOMO (eV) = -4.147
- LUMO level (eV) = 1.5

The geometry in ORCA input format:
```
! RIJCOSX wB97M-V def2-TZVPD def2/J DEFGRID3
* xyz -1 1
P -0.45 -6.44 3.84
O -3.25 -3.41 3.11
O -0.31 6.98 -5.66
O 0.73 4.68 -0.52
O 6.29 11.01 -0.75
O -5.70 -5.09 5.17
O -7.64 -3.28 6.48
O 1.10 -5.13 7.52
O 3.56 10.39 0.19
O -0.20 7.47 -0.18
O -4.10 -4.54 1.07
O -0.80 9.64 -6.86
C -2.19 -3.28 -3.38
C -0.89 1.41 -1.94
C 4.04 -4.13 0.41
C 0.81 7.63 0.81
C -3.56 -4.62 2.32
C 0.32 -4.84 -4.50
C 4.22 -2.46 -1.78
C 0.02 5.43 -1.51
C 0.38 9.28 -6.14
C 1.62 -4.78 -3.45
C 4.89 -2.95 -0.37
C -6.22 -3.21 6.65
C 0.91 -6.77 2.52
C 0.52 -7.59 7.43
C -6.69 -5.33 4.17
C -1.24 6.45 -6.59
C 0.69 7.79 -6.29
C -3.30 -6.10 2.98
C 2.55 -3.44 -3.65
C 4.11 9.94 -1.05
C -1.87 -6.79 2.58
C -5.49 -3.69 5.40
C 4.04 -3.63 -2.91
C -0.10 4.33 0.58
C 1.32 -5.41 1.65
C -1.38 -2.48 -2.17
C -8.21 -4.42 7.11
C 0.27 -6.10 6.74
C 0.85 -6.01 5.19
C -2.18 -4.90 -3.26
C -0.17 1.22 -3.40
C 3.29 11.79 0.18
C 5.63 9.76 -0.94
C 6.65 11.24 0.61
C -2.14 -1.01 -2.01
C 2.29 -4.41 2.53
C -0.87 -5.69 -3.80
C -1.94 9.76 -6.00
C -1.16 0.00 -1.13
C 0.31 6.93 -1.40
C 3.21 -3.40 1.62
C 1.13 0.21 -3.40
H 2.38 11.99 -0.41
H -1.23 -6.53 -4.55
H -0.22 -7.73 8.34
H -0.20 2.07 -1.24
H -0.39 -7.87 4.16
H 4.12 12.37 -0.23
H 4.83 -3.55 -3.80
H 1.45 6.75 0.89
H 1.72 -6.81 5.11
H -2.30 -5.16 -2.10
H -9.22 -4.56 6.73
H -5.78 -3.10 4.52
H 5.89 9.06 -0.14
H 1.68 0.14 -2.37
H -2.35 -0.54 -3.07
H -7.57 -4.70 4.30
H 6.90 12.30 0.73
H 1.91 -7.20 2.97
H 4.90 -2.00 0.35
H 0.21 2.28 -3.75
H 1.64 7.57 -5.79
H -0.84 -5.72 6.85
H -2.25 -3.32 3.16
H 5.83 10.99 1.29
H -4.41 -3.55 5.54
H 0.73 -4.24 7.26
H -1.47 -6.33 4.85
H 1.42 8.51 0.58
H 2.68 -3.15 -4.80
H 1.31 -4.92 -2.33
H -1.61 -6.42 1.48
H -0.75 3.50 0.30
H 0.32 7.79 1.78
H -2.83 9.78 -6.63
H -1.06 5.24 -1.45
H 3.36 -4.65 -0.38
H -3.16 -1.16 -1.42
H 6.01 -3.31 -0.47
H 2.32 -5.71 -3.74
H 0.54 4.01 1.41
H -0.25 -2.40 -2.48
H 0.80 7.51 -7.35
H -2.06 -7.97 2.54
H 4.94 -1.63 -2.24
H -3.33 -2.94 -3.27
H 4.18 -4.73 -2.48
H -0.39 -6.27 -2.87
H 1.39 7.13 -1.49
H -3.13 -5.35 -3.78
H 2.61 -2.44 1.23
H 0.39 -8.41 6.60
H -2.11 6.08 -6.04
H -1.88 10.70 -5.45
H 1.83 -5.82 0.66
H 4.03 -2.95 2.36
H -0.55 -5.04 3.50
H -1.57 -3.11 -1.19
H -0.71 5.17 0.93
H 3.12 12.11 1.21
H 1.27 -4.89 5.08
H -2.02 8.92 -5.31
H 7.53 10.64 0.86
H 0.04 -3.80 -4.95
H 0.30 -4.89 1.30
H 0.36 5.08 -2.49
H -0.94 0.83 -4.20
H -0.16 -0.56 -0.86
H 0.73 -0.84 -3.78
H 1.21 9.86 -6.57
H -1.95 1.90 -2.12
H 1.88 0.60 -4.22
H 1.94 -2.55 -3.16
H -1.58 7.20 -7.31
H 1.54 -3.70 3.14
H -0.79 5.61 -7.13
H -1.88 -2.89 -4.47
H -6.25 -5.14 3.18
H 3.21 -1.88 -1.52
H 0.71 -5.49 -5.42
H -8.25 -4.26 8.19
H 3.66 8.96 -1.26
H 0.30 9.56 -5.08
H 3.85 10.62 -1.87
H -3.51 -6.02 4.13
H -7.64 -5.33 6.90
H -4.15 -6.82 2.55
H -1.72 0.19 -0.11
H 6.00 9.34 -1.88
H -0.19 7.45 -2.22
H 4.83 -4.88 0.87
H -6.99 -6.37 4.23
H 0.51 -7.60 1.76
H 1.63 -7.65 7.86
H -5.97 -2.16 6.82
H -5.91 -3.78 7.53
H 2.89 -5.02 3.33
*
```

Mulliken atomic charge list, values in e, 99 entries: 1.961, -0.508, -0.235, -0.412, -0.370, -0.368, -0.372, -0.589, -0.361, -0.442, -0.613, -0.380, -0.795, -0.479, 0.237, -0.523, 0.299, -0.436, -0.111, -0.320, -0.464, -0.626, -0.894, -0.734, -1.569, -1.090, -0.758, -0.813, -0.516, 0.126, 0.343, -0.160, -0.711, -0.298, -0.727, -0.782, 0.421, 0.592, -0.676, 0.383, -0.586, -0.278, -0.411, -0.802, -0.632, -0.713, -0.735, -0.430, -0.656, -0.698, -0.164, -0.135, -0.663, -0.365, 0.312, 0.330, 0.297, 0.033, -0.402, 0.363, 0.303, 0.293, 0.205, -0.046, 0.241, 0.373, 0.338, 0.128, 0.267, 0.396, 0.244, 0.454, 0.341, 0.194, 0.363, 0.144, 0.313, 0.305, 0.330, 0.321, -0.436, 0.153, 0.369, 0.092, 0.044, 0.346, 0.267, 0.251, 0.361, -0.178, 0.327, 0.317, 0.364, 0.234, -0.355, 0.334, 0.357, 0.294, 0.397


# 2
C7H7FN2O | wB97M-V/def2-TZVPD

Properties
- <S²> = 2.01
- ΔE to the lowest compared entry with this formula, charge and spin (kcal/mol) = 32.62
- energy (eV) = -15109.4689
- E_HOMO (alpha / beta) (eV) = -4.961 / -9.228
- LUMO level (alpha / beta) (eV) = 1.0 / -2.5

The geometry in ORCA input format:
```
! RIJCOSX wB97M-V def2-TZVPD def2/J DEFGRID3
* xyz 0 3
F -3.92 -0.13 0.24
O -3.00 0.12 -1.77
N 1.20 0.21 0.03
N 1.96 1.30 0.15
C 3.12 1.00 -0.38
C 3.12 -0.28 -0.93
C -3.56 0.56 -0.87
C 1.85 -0.80 -0.66
C -0.93 -1.07 1.13
C -0.01 0.05 0.60
C -1.10 0.42 1.17
H -4.05 1.52 -0.60
H -1.77 1.07 1.70
H -0.55 -1.59 2.06
H 3.97 -0.74 -1.50
H 3.99 1.76 -0.34
H 1.26 -1.73 -0.63
H -1.56 -1.68 0.59
*
```

In the Mulliken picture, each atom carries the following charge in e: -0.210, -0.373, 0.751, -1.012, -0.082, -0.626, 0.241, -0.246, -0.587, 1.013, -1.156, 0.326, 0.451, 0.188, 0.317, 0.345, 0.339, 0.321


# 3
C5H12Cl2O2Si | wB97M-V/def2-TZVPD

Properties
- ΔE to the lowest compared entry with this formula, charge and spin (kcal/mol) = 68.11
- energy (eV) = -42395.6320
- E_HOMO (alpha / beta) (eV) = -8.918 / -8.919
- LUMO level (alpha / beta) (eV) = -2.0 / -2.0

The geometry in ORCA input format:
```
! RIJCOSX wB97M-V def2-TZVPD def2/J DEFGRID3
* xyz 0 1
Cl 2.76 0.72 -1.52
Cl 1.48 -2.52 -0.75
Si -0.59 -0.11 -1.10
O -1.80 -1.10 -0.87
O -0.86 1.27 -0.20
C 2.60 -0.98 1.58
C -0.54 2.63 -0.31
C -3.16 -0.79 -0.72
C 0.79 -1.10 -0.23
C 1.17 -0.70 1.19
H 3.35 -0.56 0.97
H -3.17 -1.02 0.44
H 2.80 -2.03 1.85
H -3.74 -1.57 -1.20
H -0.41 -0.08 -2.46
H 0.41 -1.17 1.82
H -3.40 0.21 -1.13
H 3.02 -0.36 2.45
H 0.33 2.82 -0.94
H -0.67 2.93 0.72
H 1.02 0.47 1.23
H -1.40 3.03 -0.82
*
```

In the Mulliken picture, each atom carries the following charge in e: -0.537, -0.040, 0.254, -0.191, -0.209, -1.281, -0.675, -0.558, 0.284, -0.017, 0.351, 0.213, 0.325, 0.236, -0.139, 0.421, 0.262, 0.355, 0.296, 0.273, 0.087, 0.291


# 4
C3H6O3 | wB97M-V/def2-TZVPD

Properties
- ΔE to the lowest compared entry with this formula, charge and spin (kcal/mol) = 32.58
- energy (eV) = -9349.9037
- SMILES = O=C[C@H](O)CO
- E_HOMO (eV) = -10.487
- LUMO level (eV) = 0.6

The geometry in ORCA input format:
```
! RIJCOSX wB97M-V def2-TZVPD def2/J DEFGRID3
* xyz 0 1
O 0.58 1.14 -1.56
O -1.17 -0.86 -0.52
O 0.60 -2.26 0.73
C -0.36 -0.13 0.35
C 0.72 -1.06 0.88
C 0.03 1.22 -0.27
H -0.89 0.14 1.29
H -0.91 -1.79 -0.35
H 0.77 1.72 0.36
H -0.87 1.86 -0.27
H -0.05 0.67 -2.12
H 1.55 -0.65 1.48
*
```

In the Mulliken picture, each atom carries the following charge in e: -0.517, -0.578, -0.520, 0.259, 0.088, -0.606, 0.177, 0.366, 0.360, 0.293, 0.339, 0.338


# 5
C7H16Cl2O9 | wB97M-V/def2-TZVPD

Properties
- ΔE to the lowest compared entry with this formula, charge and spin (kcal/mol) = 0.00
- energy (eV) = -50990.4504
- SMILES = O=C1C=C(O)C(=O)C=C1O.ClCCl.O.O.O.O.O
- E_HOMO (eV) = -9.998
- LUMO level (eV) = -1.8

The geometry in ORCA input format:
```
! RIJCOSX wB97M-V def2-TZVPD def2/J DEFGRID3
* xyz 0 1
Cl 6.42 1.66 0.63
Cl 5.04 3.72 -0.90
O 0.55 1.67 0.21
O 0.11 -0.33 2.23
O -2.11 1.62 1.51
O 2.43 -0.17 -0.96
O -0.83 -4.26 0.14
O -4.90 -2.03 0.57
O 0.31 -2.16 -1.14
O 1.25 4.06 -1.10
O -3.70 0.20 -0.46
C 5.12 2.00 -0.53
C -3.06 -0.81 -0.35
C -1.50 -3.28 -0.07
C -3.59 -2.05 0.27
C -1.67 -0.90 -0.83
C -2.92 -3.21 0.29
C -0.99 -2.04 -0.72
H -1.63 2.39 1.83
H -2.84 1.98 0.99
H -5.18 -1.11 0.67
H 0.94 -0.80 2.37
H -0.36 -0.38 3.07
H 0.49 -3.11 -1.15
H -3.41 -4.14 0.53
H 5.36 1.44 -1.43
H 1.28 1.20 -0.23
H 1.61 -0.69 -0.91
H 0.80 4.13 -1.95
H 0.75 3.38 -0.60
H -1.17 -0.02 -1.21
H 3.03 -0.71 -1.49
H 0.23 1.07 0.91
H 4.14 1.68 -0.19
*
```

In the Mulliken picture, each atom carries the following charge in e: -0.174, -0.145, -0.546, -0.539, -0.571, -0.623, -0.609, -0.531, -0.595, -0.623, -0.612, 0.120, 0.851, 0.710, 0.189, -0.438, -0.730, 0.259, 0.283, 0.283, 0.343, 0.263, 0.248, 0.302, 0.406, 0.228, 0.431, 0.253, 0.285, 0.358, 0.424, 0.301, 0.242, -0.044


# 6
C3H5NO2 | wB97M-V/def2-TZVPD

Properties
- ΔE to the lowest compared entry with this formula, charge and spin (kcal/mol) = 39.45
- energy (eV) = -8775.9838
- SMILES = [H]/N=C/OCC=O
- E_HOMO (eV) = -9.773
- LUMO level (eV) = 0.8

The geometry in ORCA input format:
```
! RIJCOSX wB97M-V def2-TZVPD def2/J DEFGRID3
* xyz 0 1
O 1.54 -0.46 1.88
O -0.84 0.84 -0.43
N -0.12 -1.28 -0.91
C -0.87 -0.29 -1.15
C 1.20 0.08 0.86
C -0.11 0.84 0.80
H -1.61 -0.20 -1.94
H -0.26 -2.03 -1.59
H 0.11 1.90 0.97
H 1.87 0.17 -0.02
H -0.75 0.49 1.61
*
```

In the Mulliken picture, each atom carries the following charge in e: -0.482, -0.356, -0.563, 0.122, 0.126, -0.348, 0.382, 0.227, 0.265, 0.340, 0.287